No. 1
{"formula": "C4H7NO2", "method": "ωB97M-V/def2-TZVPD", "symbols": ["C", "C", "C", "C", "N", "O", "O", "H", "H", "H", "H", "H", "H", "H"], "xyz": [[-2.18, 0.14, -0.20], [0.59, -0.66, -1.14], [0.67, 0.78, 1.00], [0.18, -0.44, 0.27], [-3.22, 0.52, -0.51], [0.65, 1.94, 0.22], [-0.04, -1.49, 1.08], [-0.09, -1.34, -1.66], [0.62, 0.28, -1.67], [1.59, -1.10, -1.15], [0.11, 0.90, 1.94], [1.72, 0.62, 1.27], [-0.27, 2.12, -0.01], [-0.32, -2.26, 0.57]], "orbital_gap_ev": 9.1, "relative_energy_kcal_mol": 85.3, "total_energy_ha": -361.74489, "e_homo_ev": -10.0}



No. 2
{"formula": "C4H7NO2", "method": "ωB97M-V/def2-TZVPD", "symbols": ["C", "C", "C", "C", "N", "O", "O", "H", "H", "H", "H", "H", "H", "H"], "xyz": [[-1.61, 0.93, 0.05], [-0.42, 0.08, 0.01], [-0.50, -1.38, -0.07], [1.04, 0.76, 0.08], [2.23, 0.08, -0.02], [2.25, -1.14, 0.00], [3.24, 0.77, -0.13], [-2.12, 0.88, -0.92], [-1.39, 1.96, 0.28], [-2.32, 0.53, 0.79], [-1.50, -1.71, -0.32], [0.24, -1.78, -0.77], [-0.21, -1.81, 0.90], [1.08, 1.83, 0.12]], "orbital_gap_ev": 8.6, "relative_energy_kcal_mol": 122.9, "total_energy_ha": -361.68498, "e_homo_ev": -9.4}



No. 3
{"formula": "C4H7NO2", "method": "ωB97M-V/def2-TZVPD", "symbols": ["C", "C", "C", "O", "C", "N", "O", "H", "H", "H", "H", "H", "H", "H"], "xyz": [[-0.90, -1.11, 0.29], [-0.41, 0.23, -0.28], [-1.15, 1.40, 0.34], [-1.91, 1.29, 1.27], [1.09, 0.50, -0.11], [1.93, -0.48, -0.52], [1.49, 1.57, 0.32], [-1.11, -0.99, 1.36], [-1.82, -1.42, -0.19], [-0.17, -1.91, 0.18], [-0.61, 0.27, -1.37], [-0.94, 2.39, -0.12], [1.60, -1.40, -0.79], [2.91, -0.35, -0.37]], "orbital_gap_ev": 10.6, "relative_energy_kcal_mol": 12.3, "total_energy_ha": -361.86126, "e_homo_ev": -9.9}



No. 4
{"formula": "C4H7NO2", "method": "ωB97M-V/def2-TZVPD", "symbols": ["N", "C", "O", "C", "C", "C", "O", "H", "H", "H", "H", "H", "H", "H"], "xyz": [[-1.25, 2.01, -0.76], [-0.85, 0.93, -0.03], [-1.58, 0.41, 0.80], [0.45, 0.28, -0.47], [1.05, -0.63, 0.58], [0.41, -1.93, 0.69], [1.67, -1.80, 0.04], [-2.07, 2.50, -0.45], [-0.56, 2.55, -1.26], [1.19, 0.88, -1.01], [0.03, -0.39, -1.22], [1.57, -0.22, 1.45], [-0.44, -2.10, 0.02], [0.38, -2.47, 1.63]], "orbital_gap_ev": 10.9, "relative_energy_kcal_mol": 35.9, "total_energy_ha": -361.82357, "e_homo_ev": -10.1}



No. 5
{"formula": "C4H7NO2", "method": "ωB97M-V/def2-TZVPD", "symbols": ["N", "C", "O", "C", "C", "C", "O", "H", "H", "H", "H", "H", "H", "H"], "xyz": [[1.04, 0.34, 1.87], [1.45, 0.69, 0.62], [2.05, 1.72, 0.36], [1.12, -0.34, -0.48], [-0.18, -0.98, -0.11], [-2.10, -0.19, -0.97], [-0.93, -0.99, -1.21], [1.23, 0.97, 2.63], [0.40, -0.43, 1.97], [1.94, -1.06, -0.52], [1.04, 0.20, -1.43], [-2.07, 0.12, 0.08], [-1.95, 0.68, -1.60], [-3.02, -0.72, -1.20]], "orbital_gap_ev": 8.8, "relative_energy_kcal_mol": 89.6, "total_energy_ha": -361.73803, "e_homo_ev": -8.7}



No. 6
{"formula": "C4H7NO2", "method": "ωB97M-V/def2-TZVPD", "symbols": ["C", "N", "C", "C", "O", "C", "O", "H", "H", "H", "H", "H", "H", "H"], "xyz": [[2.32, -0.29, -0.43], [1.35, 0.70, 0.02], [0.14, 0.36, 0.05], [-1.02, 1.21, 0.52], [-2.15, 0.52, 0.02], [-1.76, -0.82, -0.03], [-0.37, -0.84, -0.34], [2.12, -0.60, -1.46], [3.32, 0.14, -0.38], [2.30, -1.19, 0.20], [-0.99, 2.22, 0.10], [-1.03, 1.27, 1.61], [-2.32, -1.34, -0.81], [-1.90, -1.32, 0.94]], "orbital_gap_ev": 10.7, "relative_energy_kcal_mol": 38.2, "total_energy_ha": -361.81997, "e_homo_ev": -9.8}



No. 7
{"formula": "C4H7NO2", "method": "ωB97M-V/def2-TZVPD", "symbols": ["N", "C", "C", "O", "C", "C", "O", "H", "H", "H", "H", "H", "H", "H"], "xyz": [[-1.27, 0.99, 0.69], [-0.05, 0.17, 0.74], [-0.32, -1.03, 1.62], [-0.45, -2.12, 1.07], [0.51, -0.37, -0.66], [0.99, 0.54, -1.75], [1.45, 0.12, -2.79], [-2.15, 0.50, 0.66], [-1.22, 1.66, -0.06], [0.84, 0.71, 1.15], [-0.52, -0.83, 2.76], [-0.21, -1.05, -1.14], [1.51, -1.00, -0.45], [0.88, 1.71, -1.84]], "orbital_gap_ev": 10.3, "relative_energy_kcal_mol": 59.2, "total_energy_ha": -361.78651, "e_homo_ev": -9.8}



No. 8
{"formula": "C4H7NO2", "method": "ωB97M-V/def2-TZVPD", "symbols": ["N", "C", "O", "C", "C", "C", "O", "H", "H", "H", "H", "H", "H", "H"], "xyz": [[1.70, 0.47, 1.77], [0.81, 0.69, 0.76], [0.29, 1.78, 0.58], [0.52, -0.50, -0.14], [-0.96, -0.62, -0.41], [-1.61, 0.14, -1.48], [-1.33, -1.25, -1.63], [1.86, 1.22, 2.42], [2.04, -0.45, 1.99], [0.91, -1.43, 0.27], [1.03, -0.33, -1.10], [-1.57, -0.92, 0.45], [-1.02, 0.81, -2.09], [-2.67, 0.39, -1.38]], "orbital_gap_ev": 10.9, "relative_energy_kcal_mol": 31.7, "total_energy_ha": -361.83033, "e_homo_ev": -10.1}



No. 9
{"formula": "C4H7NO2", "method": "ωB97M-V/def2-TZVPD", "symbols": ["C", "C", "C", "C", "N", "O", "O", "H", "H", "H", "H", "H", "H", "H"], "xyz": [[-2.09, 0.99, -0.36], [-0.73, -1.98, 0.74], [0.44, -0.53, -0.80], [1.57, 1.28, 0.17], [-2.24, 1.59, 0.61], [0.04, -1.68, -0.31], [0.36, 0.63, -0.20], [-2.25, 0.30, -1.14], [-0.94, -1.38, 1.59], [-0.91, -2.99, 0.69], [0.80, -0.68, -1.88], [2.37, 0.56, 0.66], [1.38, 2.12, 0.90], [2.19, 1.78, -0.68]], "orbital_gap_ev": [8.3, 7.9], "relative_energy_kcal_mol": 153.9, "total_energy_ha": -361.63563, "e_homo_ev": [-7.5, -7.2]}



No. 10
{"formula": "C4H7NO2", "method": "ωB97M-V/def2-TZVPD", "symbols": ["O", "C", "C", "N", "C", "C", "O", "H", "H", "H", "H", "H", "H", "H"], "xyz": [[2.14, 0.20, 0.89], [0.76, 0.16, 1.02], [-0.05, 1.21, 0.33], [-1.12, 0.61, -0.27], [-1.14, -0.72, -0.09], [0.11, -1.14, 0.48], [0.68, -2.21, 0.58], [2.40, -0.74, 0.84], [0.44, 0.19, 2.08], [0.19, 2.25, 0.11], [-0.21, 0.25, -3.05], [-1.46, 1.41, 0.52], [-0.83, -0.14, -2.91], [-1.92, -1.32, -0.53]], "orbital_gap_ev": [8.1, 8.1], "relative_energy_kcal_mol": 126.2, "total_energy_ha": -361.67979, "e_homo_ev": [-8.6, -8.6]}



No. 11
{"formula": "C4H7NO2", "method": "ωB97M-V/def2-TZVPD", "symbols": ["C", "C", "N", "O", "C", "C", "O", "H", "H", "H", "H", "H", "H", "H"], "xyz": [[-1.36, -0.68, -0.92], [-0.41, -0.22, 0.02], [-0.65, 0.69, 1.04], [-1.99, 1.03, 0.96], [1.05, -0.42, -0.29], [1.99, 0.69, -0.17], [1.95, -0.35, 0.79], [-2.40, -0.42, -0.84], [-1.05, -1.43, -1.65], [-0.73, -0.97, 0.84], [-2.16, 1.46, 1.80], [1.25, -1.21, -1.01], [2.88, 0.72, -0.80], [1.62, 1.65, 0.19]], "orbital_gap_ev": [8.6, 8.5], "relative_energy_kcal_mol": 165.5, "total_energy_ha": -361.61717, "e_homo_ev": [-8.2, -7.9]}



No. 12
{"formula": "C4H7NO2", "method": "ωB97M-V/def2-TZVPD", "symbols": ["O", "C", "C", "N", "C", "C", "H", "H", "H", "H", "H", "O", "H", "H"], "xyz": [[-0.53, -2.15, 1.64], [-0.56, -1.15, 0.99], [-1.40, -0.66, -0.20], [-0.35, 0.37, -0.49], [-0.36, 1.27, 0.65], [0.39, -0.01, 0.78], [-1.46, -1.41, -0.99], [-2.39, -0.24, 0.00], [-1.29, 1.41, 1.19], [0.25, 2.16, 0.51], [1.48, -0.04, 0.81], [2.34, 0.43, -1.54], [2.51, -0.48, -1.81], [1.37, 0.49, -1.55]], "orbital_gap_ev": 10.8, "relative_energy_kcal_mol": 65.3, "total_energy_ha": -361.77678, "e_homo_ev": -10.0}



No. 13
{"formula": "C4H7NO2", "method": "ωB97M-V/def2-TZVPD", "symbols": ["C", "C", "C", "N", "C", "O", "O", "H", "H", "H", "H", "H", "H", "H"], "xyz": [[0.96, 1.00, 0.86], [-0.25, 0.75, -0.02], [0.07, -0.19, -1.24], [-0.59, -1.46, -0.89], [-0.63, -1.65, 0.42], [-0.70, -2.39, 1.32], [-1.26, 0.02, 0.66], [1.40, 0.06, 1.21], [0.68, 1.59, 1.74], [1.73, 1.55, 0.30], [-0.68, 1.70, -0.36], [1.15, -0.30, -1.41], [-0.39, 0.16, -2.17], [-1.54, -0.71, -0.41]], "orbital_gap_ev": 10.9, "relative_energy_kcal_mol": 82.9, "total_energy_ha": -361.74873, "e_homo_ev": -10.2}



No. 14
{"formula": "C4H7NO2", "method": "ωB97M-V/def2-TZVPD", "symbols": ["C", "C", "C", "C", "O", "N", "O", "H", "H", "H", "H", "H", "H", "H"], "xyz": [[0.83, 1.16, -0.89], [-1.53, -0.77, 1.18], [-0.11, -0.67, 1.46], [0.49, 0.12, -1.94], [0.80, 0.69, 0.40], [0.91, -0.93, 2.02], [0.12, -1.00, -1.71], [1.55, -0.23, 1.38], [1.83, 1.54, -1.16], [0.15, 2.01, -1.10], [0.61, 0.47, -2.99], [-2.00, 0.20, 1.32], [-1.66, -1.10, 0.15], [-1.97, -1.49, 1.88]], "orbital_gap_ev": 10.1, "relative_energy_kcal_mol": 91.8, "total_energy_ha": -361.73455, "e_homo_ev": -9.2}



No. 15
{"formula": "C4H7NO2", "method": "ωB97M-V/def2-TZVPD", "symbols": ["C", "C", "N", "H", "H", "H", "C", "O", "H", "H", "C", "O", "H", "H"], "xyz": [[-2.48, -0.23, -0.32], [-1.53, 0.76, -0.82], [-0.78, 1.55, -1.22], [-2.09, -0.65, 0.61], [-3.45, 0.23, -0.16], [-2.58, -1.04, -1.06], [1.22, -1.28, 1.23], [0.10, -0.84, 1.34], [2.01, -1.02, 1.96], [1.51, -1.97, 0.43], [2.01, 1.14, -0.49], [2.74, 0.19, -0.32], [1.28, 1.46, 0.26], [2.03, 1.72, -1.43]], "orbital_gap_ev": 10.9, "relative_energy_kcal_mol": 60.8, "total_energy_ha": -361.78404, "e_homo_ev": -10.1}



No. 16
{"formula": "C4H7NO2", "method": "ωB97M-V/def2-TZVPD", "symbols": ["O", "C", "C", "N", "C", "C", "O", "H", "H", "H", "H", "H", "H", "H"], "xyz": [[1.79, 0.21, -0.88], [0.66, 0.11, 0.73], [-0.22, 1.26, 0.38], [-0.66, 0.57, -0.82], [-1.37, -0.57, -0.29], [-0.20, -1.10, 0.57], [0.11, -2.24, 0.85], [2.05, -0.69, -1.11], [1.56, 0.09, 1.32], [-1.01, 1.47, 1.12], [0.34, 2.18, 0.18], [0.85, 0.34, -1.30], [-1.62, -1.31, -1.04], [-2.27, -0.31, 0.29]], "orbital_gap_ev": [7.5, 7.6], "relative_energy_kcal_mol": 112.3, "total_energy_ha": -361.70198, "e_homo_ev": [-8.2, -8.3]}



No. 17
{"formula": "C4H7NO2", "method": "ωB97M-V/def2-TZVPD", "symbols": ["C", "C", "N", "O", "C", "C", "O", "H", "H", "H", "H", "H", "H", "H"], "xyz": [[1.69, 0.49, 0.46], [0.67, -0.58, 0.52], [0.54, -1.59, -0.24], [-0.30, -0.01, 1.26], [-1.50, 0.25, 0.57], [-1.38, 0.19, -0.94], [-1.73, -0.87, -1.44], [2.73, 0.14, 0.51], [1.41, 0.59, -0.86], [1.77, 1.54, 0.77], [1.39, -1.77, -0.80], [-2.14, -0.60, 0.82], [-1.84, 1.18, 1.02], [-1.32, 1.03, -1.65]], "orbital_gap_ev": 10.0, "relative_energy_kcal_mol": 101.8, "total_energy_ha": -361.71861, "e_homo_ev": -9.7}



No. 18
{"formula": "C4H7NO2", "method": "ωB97M-V/def2-TZVPD", "symbols": ["O", "C", "N", "C", "C", "C", "O", "H", "H", "H", "H", "H", "H", "H"], "xyz": [[0.52, -2.95, -1.67], [-0.14, -1.97, -1.55], [0.31, -0.98, -0.64], [-0.57, -0.15, 0.07], [0.00, 1.29, 0.19], [0.45, 1.56, 1.62], [0.81, 0.68, 2.34], [-1.09, -1.74, -2.04], [1.28, -1.08, -0.30], [-0.76, -0.58, 1.07], [-1.58, -0.13, -0.36], [-0.66, 2.05, -0.23], [0.95, 1.37, -0.35], [0.50, 2.64, 1.86]], "orbital_gap_ev": [10.5, 5.4], "relative_energy_kcal_mol": 9.4, "charge": 1, "total_energy_ha": -361.48461, "e_homo_ev": [-14.8, -14.6], "multiplicity": 2}



No. 19
{"formula": "C4H7NO2S", "method": "ωB97M-V/def2-TZVPD", "symbols": ["O", "C", "C", "N", "S", "C", "O", "C", "H", "H", "H", "H", "H", "H", "H"], "xyz": [[2.12, 0.26, -1.50], [1.57, -0.06, -0.26], [0.09, -0.44, -0.38], [-0.23, -1.45, 0.64], [-1.99, -1.55, 0.90], [-1.91, 0.69, 0.72], [-0.84, 1.10, 1.39], [-0.73, 0.80, -0.09], [1.62, -0.32, -2.15], [1.90, -1.00, 0.13], [1.75, 0.75, 0.37], [-0.08, -0.73, -1.50], [0.12, -1.08, 1.55], [-2.83, 1.27, 0.76], [-0.56, 1.73, -0.58]], "orbital_gap_ev": 9.5, "relative_energy_kcal_mol": 101.7, "total_energy_ha": -759.91456, "e_homo_ev": -9.0}



No. 20
{"formula": "C4H7NO2S", "method": "ωB97M-V/def2-TZVPD", "symbols": ["C", "O", "N", "C", "C", "O", "S", "C", "H", "H", "H", "H", "H", "H", "H"], "xyz": [[1.66, 1.75, -0.94], [0.39, 1.17, -1.05], [0.19, 0.30, 0.05], [-0.49, -0.73, -0.35], [-1.17, -0.82, -1.71], [-1.54, -1.88, -2.13], [-0.97, -2.02, 0.80], [-0.74, -1.06, 2.33], [1.80, 2.30, 0.01], [2.48, 0.99, -1.02], [1.72, 2.55, -1.69], [-1.17, 0.12, -2.25], [0.27, -0.75, 2.50], [-1.40, -0.19, 2.33], [-1.02, -1.74, 3.12]], "orbital_gap_ev": 8.7, "relative_energy_kcal_mol": 86.9, "total_energy_ha": -759.93800, "e_homo_ev": -8.9}